C5H38NO14S | ωB97M-V/def2-TZVPD

The geometry in XYZ format:
```
59
Properties=species:S:1:pos:R:3:forces:R:3
C 1.509 0.240 0.668 -0.812 -0.642 -2.231
C 0.504 -0.405 -0.341 0.057 -0.234 -0.758
C -0.423 -1.545 0.259 1.832 1.764 0.952
C -1.487 -1.610 -0.758 -3.324 0.301 -1.026
S -2.461 -3.177 -0.798 0.009 0.496 -2.425
N 1.350 -0.924 -1.509 -1.457 -2.526 1.203
C 1.246 -0.229 -2.790 0.149 -0.953 -0.454
O 0.630 0.975 -2.614 -2.477 0.837 -0.602
H 1.058 0.206 1.601 -0.630 0.334 2.047
H 2.453 -0.284 0.675 0.092 -0.346 0.066
H 1.742 1.243 0.367 -0.032 0.497 0.239
H -0.333 0.344 -0.716 2.345 -1.491 0.606
H 0.071 -2.500 0.440 0.356 -0.192 -0.495
H -0.662 -1.238 1.303 -0.619 -0.059 -1.036
H -1.034 -1.596 -1.748 0.042 0.032 -0.096
H -2.294 -0.757 -0.827 1.846 -1.450 0.701
H -2.369 -3.456 0.426 0.135 -0.503 2.580
H 1.180 -1.994 -1.700 0.773 3.878 0.875
H 2.286 0.036 -3.074 -0.406 -0.734 -0.644
H 0.654 -0.927 -3.531 1.311 1.472 0.825
H -2.356 0.765 -2.617 -1.474 0.163 -0.171
H -3.904 1.415 -2.064 -0.260 0.195 -0.398
O -3.150 0.919 -1.763 1.388 0.019 0.066
H -2.453 0.995 1.104 0.678 0.731 0.119
H -2.143 0.908 2.661 0.557 1.653 -0.128
O -2.651 0.555 1.943 -1.391 -1.125 0.375
H 2.756 0.524 4.182 -0.161 -0.591 -0.241
H 1.858 -0.626 3.565 3.225 0.940 1.133
O 2.833 -0.396 3.867 -2.575 -0.398 -0.806
H -0.437 0.864 -3.012 0.962 -0.587 0.413
H -1.444 0.917 -4.361 -0.249 1.191 -1.660
O -1.614 0.404 -3.606 0.802 -0.716 2.135
H -0.436 -0.007 5.016 -0.099 0.088 0.303
H -0.120 -0.557 3.667 -0.645 -0.918 -0.570
O 0.043 0.199 4.215 0.763 0.582 0.421
H 1.239 2.358 -3.047 0.174 -1.025 -0.821
H 1.526 3.721 -2.744 0.428 0.604 -0.444
O 1.805 3.076 -3.412 -0.365 1.008 0.468
H -0.043 3.380 3.060 -0.844 -1.610 1.279
H -0.023 1.869 3.580 -0.139 0.460 0.083
O -0.465 2.725 3.718 0.899 1.580 -1.479
H -0.081 3.712 0.665 0.710 0.305 0.400
H 1.501 3.693 0.515 -1.879 0.881 1.406
O 0.734 4.064 1.099 1.083 -1.296 -1.853
H 3.178 2.859 -1.843 0.513 0.666 -0.584
H 2.203 1.920 -1.328 1.275 1.360 1.213
O 2.864 2.622 -0.974 -1.740 -1.984 -0.367
H -2.399 -1.655 4.018 1.288 -0.039 -1.449
H -2.090 -0.605 3.040 -1.383 2.865 -1.833
O -1.791 -1.437 3.245 -0.171 -4.432 3.402
H 0.680 -3.275 -1.993 -0.469 -0.774 -1.020
H 1.751 -3.824 -1.297 1.517 -1.037 2.619
O 1.559 -3.645 -2.179 -1.401 0.207 -1.819
H -2.274 1.772 -0.737 0.801 0.189 0.961
H -0.832 1.729 -0.093 2.463 -1.000 -0.536
O -1.664 2.078 0.069 -3.325 1.250 -0.786
H 2.926 -2.427 0.323 -0.214 1.174 -0.865
H 3.898 -3.051 1.338 -2.566 -0.412 -1.170
O 2.982 -3.183 0.883 2.634 -0.650 1.874
```
Forces are in eV/Å.

Charge ... -1
Spin multiplicity ... 1

Here are the natural (NBO) charges for atoms 1 to 6, given in e:
1 C -0.608
2 C -0.029
3 C -0.459
4 C -0.541
5 S -0.077
6 N -0.729

C5H22O8 | ωB97M-V/def2-TZVPD

The geometry in XYZ format:
```
35
Properties=species:S:1:pos:R:3:forces:R:3
C -0.615 3.065 -0.976 -0.616 0.019 -0.138
C 0.405 2.068 -1.542 -1.502 0.541 0.255
C -0.200 1.545 -2.841 0.867 0.738 -0.771
C 0.600 0.870 -0.617 0.445 0.611 0.150
C 1.430 1.280 0.561 1.110 -0.195 1.704
O 1.573 2.338 1.114 -0.575 0.212 -0.538
O 2.186 0.225 1.021 -0.689 -1.355 -1.139
H -0.737 3.902 -1.666 0.247 0.080 0.026
H -1.626 2.659 -0.882 0.118 -0.376 0.062
H -0.319 3.444 -0.015 0.187 0.261 0.422
H 1.296 2.713 -1.617 0.148 -0.897 -0.544
H 0.478 0.864 -3.326 0.380 -0.449 -0.289
H -1.133 0.991 -2.688 0.023 0.436 0.141
H -0.318 2.390 -3.549 -0.372 -0.507 0.337
H 1.221 0.090 -1.096 -0.785 0.100 0.009
H -0.404 0.499 -0.304 0.935 -0.061 -0.137
H 2.815 0.436 1.707 0.111 0.873 0.383
O -3.403 0.247 -0.508 0.926 -0.439 0.121
H -2.681 -0.121 0.056 -0.664 0.210 -0.055
H -3.240 -0.253 -1.318 -0.322 0.168 -0.071
O -1.442 -3.821 1.213 -0.193 -0.462 -0.222
H -1.420 -3.430 2.093 0.331 -0.726 0.315
H -0.554 -4.182 1.040 -0.388 0.388 0.453
O 2.761 -2.369 -1.968 -0.147 -0.688 -0.099
H 2.738 -1.501 -1.575 -0.032 0.358 0.324
H 2.247 -2.948 -1.385 0.206 0.324 -0.163
O 1.023 -2.811 1.647 0.228 -0.770 0.562
H 0.763 -2.194 0.954 0.525 0.548 0.292
H 1.856 -2.598 2.101 -0.555 0.367 -0.842
O -0.625 -0.063 3.334 0.545 -0.071 0.323
H 0.295 0.062 3.637 -0.777 0.162 -0.192
H -1.120 0.749 3.496 0.288 -0.025 0.036
O -1.361 -1.146 0.918 0.580 -1.067 1.938
H -1.032 -0.889 1.822 -0.244 0.812 -0.971
H -1.455 -2.111 1.157 -0.335 0.879 -1.684
```
Forces are in eV/Å.

SMILES ... CC(C)CC(=O)O.O.O.O.O.O.O
Charge ... 0
Spin multiplicity ... 1

Here are the natural (NBO) charges for atoms 1 to 6, given in e:
1 C -0.616
2 C -0.220
3 C -0.605
4 C -0.535
5 C 0.813
6 O -0.591

C4H12S | ωB97M-V/def2-TZVPD

The geometry in XYZ format:
```
17
Properties=species:S:1:pos:R:3:forces:R:3
C -0.194 -2.309 -1.142 1.708 1.402 -3.042
S 0.893 -3.129 0.038 -0.271 0.245 0.238
C 1.144 -1.915 1.386 -0.979 0.029 2.667
H 0.325 -1.322 -1.551 -1.001 -2.041 0.751
H -0.443 -2.947 -2.071 1.059 0.560 1.515
H -1.159 -2.027 -0.854 -1.336 0.386 1.278
H 2.224 -1.858 1.602 -0.418 -0.447 0.022
H 0.555 -2.211 2.441 1.550 0.605 -2.937
H 0.895 -0.851 1.208 -0.306 -0.736 -0.495
C -0.308 1.624 -0.111 -0.180 -2.954 0.002
C -0.691 3.086 -0.193 -1.946 0.614 1.257
H -0.455 1.138 0.913 0.715 1.143 -0.958
H -0.931 0.829 -0.691 0.792 1.869 0.301
H 0.743 1.488 -0.461 -0.742 -0.163 0.462
H -1.410 3.322 -0.990 0.770 -0.124 -0.360
H 0.193 3.757 -0.215 -0.781 -0.374 0.058
H -1.381 3.326 0.689 1.365 -0.013 -0.759
```
Forces are in eV/Å.

SMILES ... CSC.CC
Charge ... 0
Spin multiplicity ... 1

Here are the natural (NBO) charges for atoms 1 to 6, given in e:
1 C -0.769
2 S 0.200
3 C -0.772
4 H 0.212
5 H 0.242
6 H 0.209

Going through the records in order, we get gap between HOMO and LUMO values of 8.102; 10.464; 9.479 eV.
Going through the records in order, we get M values of 368.42; 210.22; 92.21 u.
Going through the records in order, we get energy above the lowest of the compared OMol25 structures with the same formula, charge and spin values of 451.6; 0.0; 130.4 kJ/mol.